72
Properties=species:S:1:pos:R:3:forces:R:3:mulliken_spin:R:1 method="wB97M-V/def2-TZVPD" total_charge=+1 de_lowest_kcal_mol=131.6 e_homo_ev="-11.846 / -11.844" e_lumo_ev="-2.384 / -9.442" s_squared=0.7558 spin_multiplicity=2
C -0.077 -0.869 -1.162 -1.06 0.30 1.37 -0.002
C -0.245 -1.178 0.362 0.44 -0.41 -1.36 0.002
O 0.994 -1.096 0.969 1.99 0.09 1.90 0.064
H -1.036 -0.860 -1.681 0.18 -0.45 -0.07 0.001
H 0.664 -1.522 -1.623 -0.22 -0.08 0.09 0.000
H 0.243 0.170 -1.236 0.39 0.03 -0.03 0.001
H -0.490 -2.201 0.649 -0.90 -0.15 -0.75 0.006
H -0.910 -0.520 0.921 -0.59 0.33 -0.42 0.007
H 1.644 -0.539 0.536 -0.05 0.54 -0.60 0.000
C 1.037 -0.494 -4.752 -0.75 -0.42 0.86 0.000
C 0.099 -0.360 -5.934 0.56 2.85 0.59 0.000
O 0.246 -1.367 -6.819 -0.01 -2.27 -1.81 0.000
H 1.897 -1.095 -5.048 0.28 0.56 -0.19 0.000
H 0.641 -1.032 -3.891 -0.36 -0.10 -0.09 0.000
H 1.258 0.503 -4.369 0.50 -0.07 -0.10 0.000
H 0.454 0.528 -6.456 0.17 0.61 0.13 0.000
H -0.948 -0.095 -5.783 -0.30 -0.42 0.93 0.000
H 0.185 -0.931 -7.672 -0.01 -0.70 -0.31 0.000
C 1.713 1.942 3.951 0.36 -0.24 0.59 0.094
C 0.773 0.714 3.841 -1.17 0.36 0.26 0.018
O -0.308 1.091 4.782 1.80 -2.26 -0.52 0.547
H 1.942 2.133 4.999 -0.22 -0.12 0.12 0.001
H 1.284 2.864 3.559 0.01 -0.33 -0.30 -0.005
H 2.695 1.711 3.537 -0.16 -0.10 -0.53 0.018
H 1.155 -0.296 3.988 0.46 0.31 1.49 -0.003
H 0.369 0.502 2.851 -0.40 0.98 -0.49 0.002
H -0.897 1.715 4.352 -0.62 1.36 -0.70 -0.012
C -3.134 2.847 -3.654 0.55 -0.16 1.29 0.000
C -1.909 2.296 -2.807 -1.35 -0.91 -1.08 0.000
O -2.339 1.119 -2.077 -0.34 0.15 -0.33 0.000
H -2.858 3.516 -4.470 0.33 0.23 0.34 0.000
H -3.823 3.331 -2.962 -0.06 0.25 -0.19 0.000
H -3.710 2.061 -4.142 0.35 -0.43 0.27 0.000
H -1.447 2.980 -2.096 -0.14 0.42 -0.41 0.000
H -1.194 1.939 -3.549 0.46 0.16 0.23 0.000
H -2.104 1.137 -1.147 0.10 0.36 -0.13 0.000
C -0.723 2.891 1.307 1.87 0.58 -0.75 0.003
C -1.862 3.286 2.148 -2.27 -1.28 0.43 0.000
O -1.515 3.460 3.506 0.69 -0.08 0.53 0.002
H -0.052 3.746 1.387 0.32 0.25 -0.79 0.000
H -0.933 2.654 0.264 -0.29 0.47 -0.02 0.000
H -0.051 2.090 1.614 -0.65 -0.41 0.59 -0.001
H -2.626 2.509 2.189 -0.14 -0.14 -0.18 0.000
H -2.401 4.176 1.821 0.31 0.10 -0.42 0.000
H -0.982 4.258 3.517 0.16 0.21 0.55 0.000
C -1.333 -2.823 3.501 -0.83 0.00 -1.94 0.045
C -2.215 -2.066 4.565 1.45 -1.50 -1.76 0.030
O -1.741 -2.547 5.758 0.36 0.28 1.71 0.177
H -1.697 -2.463 2.538 -0.13 0.27 -0.26 0.004
H -1.415 -3.898 3.342 -0.61 -0.14 0.99 -0.002
H -0.255 -2.679 3.428 0.03 0.72 0.95 -0.003
H -3.261 -2.370 4.517 -0.17 0.09 -0.62 0.021
H -2.058 -1.014 4.326 -0.21 0.19 0.67 -0.011
H -1.682 -1.864 6.430 0.13 0.17 0.26 -0.005
C -1.815 -2.890 -3.403 0.85 0.43 -1.05 0.000
O -1.181 -4.106 -3.066 -0.31 -0.46 0.85 0.000
H -1.001 -2.201 -3.628 -0.32 0.52 -0.17 0.000
H -2.398 -3.028 -4.313 -0.35 0.21 0.07 0.000
H -2.414 -2.424 -2.620 -0.01 -0.69 0.20 0.000
H -0.658 -4.361 -3.829 0.00 -0.09 0.01 0.000
C 3.727 -0.085 -1.212 1.06 -1.41 0.35 0.000
O 2.825 0.820 -0.596 -0.51 -0.29 -0.27 0.000
H 3.830 -0.126 -2.296 -0.38 1.18 -0.15 0.000
H 4.729 -0.061 -0.784 0.09 0.53 -0.03 0.000
H 3.455 -1.123 -1.023 -0.66 -0.03 0.46 0.000
H 3.269 1.517 -0.108 0.36 -0.12 -0.27 0.000
C 3.969 -1.359 2.485 1.71 -1.11 -0.03 0.000
O 3.143 -2.404 2.892 -0.85 -0.50 0.37 0.000
H 3.603 -0.375 2.779 0.06 0.12 -0.42 0.000
H 4.935 -1.587 2.937 0.02 0.63 0.95 0.000
H 4.356 -1.508 1.477 -0.95 0.71 -0.73 0.000
H 2.564 -2.693 2.183 -0.10 0.24 -0.13 0.000

75
Properties=species:S:1:pos:R:3:forces:R:3:mulliken_charge:R:1 method="wB97M-V/def2-TZVPD" smiles=CC1(C)CCCC(C)(C)N1O.CO.CO.CO.CO.CO.CO.O.O.O de_lowest_kcal_mol=49.3 e_homo_ev=-8.085 e_lumo_ev=0.250 spin_multiplicity=1
C 0.646 6.234 2.308 -0.29 -1.13 0.61 -1.738
C 1.583 5.612 1.283 -0.65 1.13 -0.50 1.171
C 0.941 4.339 0.714 0.02 -0.15 0.19 -1.765
C 1.693 6.696 0.178 0.91 1.12 1.07 -1.052
C 2.631 7.878 0.726 -0.86 -1.00 -2.10 -0.679
C 3.952 7.367 1.160 1.56 -0.45 0.37 -1.361
C 3.968 6.263 2.233 -2.73 0.87 -0.51 1.865
C 5.309 5.540 2.193 -0.35 -0.63 0.32 -1.974
C 3.588 7.004 3.546 1.57 -0.06 1.67 -1.811
N 2.890 5.295 1.837 1.85 0.45 -2.31 0.156
O 2.879 4.155 2.615 -0.14 0.18 0.79 -0.426
H 0.393 5.420 2.988 -0.24 0.14 0.55 0.443
H -0.281 6.497 1.800 0.03 0.37 0.30 0.427
H 1.118 7.039 2.872 -0.35 0.09 -0.22 0.409
H -0.123 4.487 0.530 0.03 0.27 -0.29 0.399
H 0.980 3.504 1.414 0.18 0.13 0.08 0.371
H 1.444 4.017 -0.198 -0.03 0.07 -0.06 0.402
H 1.924 6.216 -0.773 0.85 0.37 -0.04 0.364
H 0.760 7.231 -0.001 -0.44 -0.58 0.16 0.377
H 2.104 8.513 1.437 -0.03 -0.41 0.33 0.333
H 2.847 8.553 -0.102 -0.20 0.10 -0.21 0.413
H 4.558 8.196 1.525 0.11 0.09 0.28 0.431
H 4.542 6.991 0.324 -0.31 -0.11 -0.43 0.452
H 5.437 4.873 3.046 0.15 0.32 0.26 0.384
H 5.305 4.847 1.351 -0.08 0.25 -0.26 0.459
H 6.155 6.217 2.075 -0.09 0.10 0.26 0.404
H 2.962 6.518 4.294 -0.23 -0.59 -0.36 0.319
H 4.506 7.157 4.114 0.44 -0.23 0.13 0.509
H 3.254 8.042 3.561 -0.50 -0.05 -1.09 0.342
H 2.400 4.492 3.376 -0.16 -0.69 0.98 0.375
C 2.585 -9.291 -3.136 -0.24 -1.94 -0.83 -0.493
O 2.773 -8.007 -2.763 0.20 2.75 1.44 -0.474
H 3.554 -9.755 -3.321 -0.03 -0.42 -0.14 0.186
H 2.066 -9.815 -2.333 -0.09 -0.58 -0.31 0.272
H 1.988 -9.287 -4.048 -0.07 -0.52 -0.12 0.181
H 2.450 -7.972 -1.859 0.23 0.74 -0.03 0.326
C -3.593 -6.033 -7.008 0.48 0.77 -1.54 -0.485
O -4.291 -6.424 -5.907 -1.09 -0.45 2.08 -0.485
H -3.910 -5.068 -7.403 -0.15 0.33 0.03 0.238
H -2.553 -5.893 -6.715 0.07 -0.45 -0.28 0.199
H -3.764 -6.742 -7.818 0.68 -0.18 -0.26 0.237
H -5.236 -6.356 -6.060 0.02 -0.02 -0.02 0.294
C -5.384 -7.597 0.829 0.57 -0.13 -1.06 -0.455
O -6.673 -8.010 1.137 -1.09 0.09 0.95 -0.493
H -5.448 -7.278 -0.211 0.45 -0.07 -0.05 0.171
H -5.000 -6.755 1.404 -0.10 0.02 0.27 0.238
H -4.746 -8.475 0.933 0.64 0.25 -0.20 0.243
H -6.645 -8.229 2.071 -0.46 -0.14 0.09 0.297
C -3.391 1.251 -4.577 -0.54 0.41 -0.63 -0.494
O -4.128 0.798 -3.465 0.07 -0.11 0.47 -0.498
H -2.663 0.539 -4.967 0.16 0.04 0.26 0.245
H -4.085 1.483 -5.385 -0.11 -0.17 -0.30 0.228
H -2.940 2.218 -4.355 0.36 -0.22 0.32 0.208
H -4.066 -0.156 -3.380 0.08 0.02 -0.09 0.309
C -0.870 -3.122 -1.011 -0.25 0.22 -0.47 -0.441
O -1.951 -3.298 -1.949 0.10 0.45 0.51 -0.513
H -0.115 -2.456 -1.430 0.34 -0.43 -0.42 0.218
H -1.180 -2.540 -0.143 -0.64 -0.41 0.13 0.207
H -0.458 -4.081 -0.697 0.14 0.17 0.03 0.222
H -1.957 -4.179 -2.331 0.29 0.01 0.21 0.308
C -5.592 -0.169 2.018 0.34 0.42 -2.28 -0.443
O -5.994 -1.467 2.268 -0.61 -1.58 2.08 -0.513
H -5.210 -0.287 1.004 0.71 1.15 -0.23 0.193
H -6.369 0.591 1.948 -0.36 -0.07 0.44 0.243
H -4.801 0.180 2.682 -0.17 -0.44 0.15 0.217
H -6.666 -1.809 1.674 0.09 0.51 -0.16 0.304
O 1.996 -6.951 1.926 -0.19 0.07 -0.15 -0.638
H 2.106 -7.820 2.312 -0.01 -0.24 0.10 0.318
H 2.768 -6.462 2.211 0.21 0.16 0.03 0.320
O 3.869 -0.770 0.930 -0.06 -0.26 0.08 -0.631
H 3.471 0.038 1.254 -0.12 0.23 0.13 0.325
H 4.451 -0.485 0.225 0.16 0.03 -0.18 0.307
O 1.665 -2.803 4.596 -0.03 0.14 0.18 -0.633
H 2.099 -2.712 3.748 0.13 0.10 -0.25 0.313
H 1.474 -3.738 4.669 -0.10 -0.23 0.05 0.319

82
Properties=species:S:1:pos:R:3:forces:R:3:mulliken_charge:R:1 method="wB97M-V/def2-TZVPD" smiles="N[C@@]1(COCOCCO)COS(=O)(=O)O1.CO.CO.CO.CO.CO.CO.CO.CO.CO" e_homo_ev=-9.333 e_lumo_ev=0.306 spin_multiplicity=1
N -2.534 -0.731 -4.365 0.59 -0.10 0.30 -0.613
C -3.140 -0.766 -3.060 -1.53 -0.10 -0.52 1.176
C -3.597 0.595 -2.540 0.42 0.17 0.13 -1.231
O -2.576 1.520 -2.294 -0.09 -0.09 0.00 -0.292
C -1.814 1.266 -1.127 0.40 0.04 -0.15 -0.312
O -1.221 2.469 -0.772 -0.18 0.18 0.16 -0.403
C -1.242 2.723 0.647 0.22 -0.02 -0.42 -0.953
C -0.241 1.852 1.357 -0.26 -0.02 0.16 0.128
O 1.085 2.097 0.927 0.18 -0.03 -0.18 -0.587
C -4.418 -1.673 -3.149 0.04 -0.35 -0.28 -0.610
O -4.178 -2.833 -2.326 0.16 0.14 0.26 -0.337
S -2.594 -3.019 -2.230 -0.30 0.18 0.11 1.029
O -2.167 -3.614 -3.438 0.27 0.09 -0.65 -0.539
O -2.162 -3.565 -1.011 -0.26 -0.28 0.85 -0.583
O -2.317 -1.445 -2.127 0.60 -0.02 -0.43 -0.198
H -1.640 -0.251 -4.323 -0.07 0.14 -0.08 0.250
H -3.140 -0.250 -5.016 0.06 0.05 -0.06 0.269
H -4.186 1.011 -3.356 -0.15 0.10 -0.05 0.357
H -4.271 0.480 -1.687 0.13 -0.07 0.31 0.508
H -2.445 0.870 -0.323 -0.21 0.05 0.06 0.399
H -1.042 0.527 -1.348 0.06 -0.10 -0.07 0.273
H -0.960 3.767 0.754 -0.02 0.14 0.02 0.492
H -2.243 2.575 1.046 -0.03 -0.02 0.08 0.246
H -0.489 0.799 1.200 -0.02 -0.12 0.01 0.167
H -0.310 2.044 2.426 0.09 0.01 0.13 0.485
H 1.052 2.609 0.108 0.14 -0.02 0.01 0.292
H -4.564 -2.000 -4.174 0.05 -0.04 -0.15 0.309
H -5.329 -1.206 -2.797 -0.03 0.10 0.27 0.375
C -4.259 1.936 3.975 -0.05 0.02 -0.19 -0.506
O -3.754 2.354 2.703 -0.09 -0.09 0.06 -0.460
H -3.451 2.041 4.694 0.05 0.02 -0.02 0.222
H -5.096 2.557 4.294 0.01 -0.01 0.08 0.155
H -4.571 0.889 3.944 0.01 -0.01 0.07 0.291
H -4.469 2.268 2.065 0.00 0.05 0.04 0.246
C -2.665 -6.921 -4.251 -0.07 0.20 0.03 -0.479
O -4.021 -6.605 -3.959 0.03 -0.03 -0.04 -0.512
H -2.567 -8.003 -4.280 -0.10 -0.03 0.02 0.255
H -2.372 -6.516 -5.224 0.09 -0.03 0.01 0.235
H -2.000 -6.523 -3.482 0.09 -0.03 -0.05 0.208
H -4.089 -5.645 -3.935 0.00 -0.02 0.04 0.299
C 2.205 4.270 -2.778 -0.15 -0.03 0.04 -0.360
O 1.471 4.458 -1.570 -0.09 -0.12 0.00 -0.483
H 3.250 4.478 -2.563 0.00 0.04 0.05 0.249
H 2.118 3.247 -3.146 0.03 -0.01 -0.05 0.067
H 1.861 4.956 -3.557 0.06 0.02 -0.01 0.280
H 0.546 4.271 -1.762 0.00 -0.03 0.06 0.277
C -7.638 4.114 6.268 0.10 -0.08 0.09 -0.514
O -6.389 3.435 6.350 -0.11 0.02 0.01 -0.469
H -7.697 4.558 5.278 0.01 0.01 -0.02 0.207
H -8.476 3.424 6.394 -0.03 0.03 -0.02 0.270
H -7.710 4.909 7.014 -0.04 0.02 -0.02 0.245
H -6.325 3.038 7.224 0.05 0.00 -0.04 0.277
C 2.868 0.452 -5.363 -0.02 0.00 0.15 -0.582
O 2.258 1.063 -4.231 0.02 -0.11 -0.06 -0.453
H 2.545 1.006 -6.241 -0.01 0.02 -0.01 0.225
H 3.958 0.497 -5.301 0.01 -0.01 -0.04 0.261
H 2.557 -0.590 -5.471 0.01 0.00 -0.04 0.245
H 2.537 0.579 -3.447 -0.03 0.05 0.01 0.269
C 1.231 0.956 5.610 0.05 -0.08 -0.32 -0.623
O 1.177 1.525 4.317 -0.17 0.27 0.19 -0.432
H 0.949 1.728 6.322 0.00 0.01 0.02 0.244
H 0.534 0.117 5.710 0.01 -0.02 0.07 0.256
H 2.240 0.608 5.853 -0.01 -0.02 0.07 0.264
H 1.414 0.862 3.657 0.17 -0.22 -0.03 0.374
C 2.614 -1.730 2.365 0.02 0.17 -0.10 -0.445
O 1.917 -0.482 2.338 -0.05 -0.13 -0.01 -0.485
H 2.430 -2.183 3.337 -0.03 0.01 0.02 0.257
H 2.234 -2.399 1.588 0.00 -0.05 0.04 0.245
H 3.687 -1.580 2.230 -0.11 -0.07 0.05 0.131
H 2.069 -0.058 1.486 -0.03 0.22 0.08 0.183
C 6.577 -2.500 1.438 -0.02 0.15 0.02 -0.511
O 5.834 -1.318 1.726 0.12 -0.05 -0.10 -0.535
H 6.047 -3.337 1.890 -0.05 0.02 0.02 0.321
H 6.650 -2.664 0.361 0.05 -0.07 0.01 0.240
H 7.581 -2.439 1.859 0.03 -0.08 -0.03 0.179
H 6.303 -0.577 1.331 -0.01 0.01 0.06 0.262
C 10.255 -2.826 -0.023 -0.02 0.15 -0.01 -0.536
O 9.542 -1.624 0.249 0.04 -0.01 -0.05 -0.474
H 9.703 -3.640 0.441 -0.02 -0.01 0.01 0.209
H 10.321 -3.016 -1.097 0.01 -0.05 0.00 0.268
H 11.261 -2.798 0.401 0.01 -0.05 0.00 0.278
H 10.021 -0.896 -0.157 -0.03 0.00 0.04 0.271